This record from OMol25 describes a cluster of 4 separate species, C6H17NO3 in total. The level of theory is the ωB97M-V functional and the def2-TZVPD basis.

Output
HOMO energy ... -0.3087 Ha
Kohn-Sham gap ... 9.020 eV
Structure (SMILES) ... C=C/C(=C/C)NC.O.O.O
Calculated total energy ... -519.21771 Ha
Energy above the lowest of the compared OMol25 structures with the same formula, charge and spin ... 286.3 kJ/mol

Geometry as ORCA input:
```
! RIJCOSX wB97M-V def2-TZVPD def2/J DEFGRID3
* xyz 0 1
H -2.67310 -1.35565 0.46305
H -1.92696 -2.68998 -1.95575
O -1.48740 -1.87100 -2.19847
H 0.32081 0.32026 -2.23288
H 1.52475 0.49758 2.65252
H 1.95222 -1.91901 0.78761
H 0.40804 1.98543 2.81287
N 0.29689 -0.65718 0.31248
H -0.08151 -0.77213 1.24229
C 0.85641 0.88949 -1.46976
C 1.22084 1.47607 2.28867
H -3.52214 -2.13708 1.34066
C 1.29609 -1.67533 -0.05375
H -1.72545 0.61585 0.12068
C 1.02445 1.61863 0.81883
H -1.39073 -1.38288 -1.37442
H 1.88377 2.03226 -3.01323
H -3.03946 1.07018 -0.24029
O -2.64528 0.44437 0.38995
H 2.39132 2.26454 -1.31554
O -2.77124 -2.28245 0.75528
H 1.02543 2.62210 0.51411
C 0.59390 0.67524 -0.02959
H 1.96248 2.20318 2.64801
H 0.81144 -2.52201 -0.52858
H 1.99029 -1.20735 -0.75062
C 1.70413 1.75687 -1.98416
*
```


This record from OMol25 describes a structure of composition C6H17NP2. The level of theory is the ωB97M-V functional and the def2-TZVPD basis.

Output
HOMO energy ... -0.3036 Ha
Kohn-Sham gap ... 9.024 eV
Calculated total energy ... -976.12106 Ha
Energy above the lowest of the compared OMol25 structures with the same formula, charge and spin ... 64.1 kJ/mol

Geometry as ORCA input:
```
! RIJCOSX wB97M-V def2-TZVPD def2/J DEFGRID3
* xyz 0 1
C 1.63492 1.25953 -0.11380
C -0.51009 -0.12940 -0.26189
P -1.50677 -1.64420 0.14096
H 0.13269 1.13463 2.13534
H 1.55661 0.11085 2.41584
H 1.71695 -1.65968 -0.73790
H -1.49675 1.79661 -0.34119
N -1.45276 0.86247 0.12078
H 2.29977 0.99149 -0.94282
C 1.71810 -1.17276 0.23978
H -3.06211 0.75782 1.84264
H -0.37800 -2.45309 -0.19057
P -3.06489 0.51023 0.47616
H -0.00253 -0.60411 2.15806
H -0.17564 -1.13627 -2.60694
C -0.15058 -0.10825 -2.23822
H -3.53198 1.78395 0.13961
H 0.86273 0.28853 -2.49084
H 0.92866 1.96026 -0.64371
H 2.77959 -1.00066 0.64986
C 0.87296 0.09041 0.40209
H 1.30734 -2.03052 0.88243
H 2.23696 1.95328 0.60512
H -2.22305 -2.15598 -1.02763
H -1.10971 0.38073 -2.57330
C 0.61758 0.21412 1.96013
*
```


This record from OMol25 describes a cluster of 2 separate species, C6H17NPS in total. The level of theory is the ωB97M-V functional and the def2-TZVPD basis.

Output
HOMO energy (spin up / spin down) ... -0.4226 / -0.4734 Ha
Kohn-Sham gap (spin up / spin down) ... 8.493 / 6.546 eV
Calculated total energy ... -1032.58860 Ha
Energy above the lowest of the compared OMol25 structures with the same formula, charge and spin ... 290.0 kJ/mol

Geometry as ORCA input:
```
! RIJCOSX wB97M-V def2-TZVPD def2/J DEFGRID3
* xyz 1 3
N 1.76887 -0.70962 -0.75679
H -2.19424 -1.58220 -0.66892
C -2.63596 1.17810 -0.84926
H 3.10465 -2.32260 -1.18721
P 0.10217 1.30772 -0.56196
C -1.57760 0.47588 -0.00027
H -3.66713 0.86921 -0.49490
H 0.85845 -0.66933 2.00034
C -1.61816 0.52494 1.42829
H 2.29183 -0.30261 -1.52626
H 2.09752 -2.43413 0.28735
S 2.96282 1.48469 0.64692
H -2.35807 -0.25058 1.78205
C 1.40906 0.39579 0.20163
C 2.65175 -1.79149 -0.33382
H 3.35883 -1.24495 0.22776
H 0.95150 -1.16949 -1.02657
H -0.62135 0.32060 1.83239
H -2.57358 2.24360 -0.61000
H -0.95865 -0.94706 -1.59108
H -2.47894 0.75789 -1.86882
H -1.93804 1.49348 1.79595
H 2.42236 2.36593 1.36799
H 0.26620 2.35309 0.34816
H -0.38253 -1.39189 0.10798
C -1.24174 -0.95494 -0.55096
*
```